ORCA calculation (ωB97M-V with the def2-TZVPD basis set) on 11 unconnected molecules or ions with the total composition C50H129N7O22.

Cartesian coordinates (Å):
C -0.186 3.077 -4.090
C -1.319 2.761 -5.136
O -1.470 1.383 -5.316
O 1.186 2.748 -4.439
H -0.595 2.529 -3.240
H -0.112 4.126 -3.804
H -1.002 3.182 -6.090
H -2.221 3.354 -4.980
H -0.640 1.110 -5.713
H 1.085 1.886 -4.852
C -0.458 -0.002 0.284
C -1.489 -0.201 -0.768
O -0.964 -0.002 -2.047
O -1.028 -0.436 1.504
H -0.215 1.060 0.262
H 0.450 -0.579 0.110
H -2.408 0.357 -0.586
H -1.724 -1.266 -0.767
H -1.430 -0.595 -2.641
H -0.402 -0.301 2.219
C -4.986 -1.844 -3.840
C -3.668 -1.068 -3.838
O -2.578 -1.683 -3.127
O -4.931 -3.001 -4.620
H -5.673 -1.142 -4.312
H -5.231 -2.089 -2.807
H -3.843 -0.071 -3.435
H -3.451 -0.864 -4.886
H -2.459 -2.596 -3.397
H -4.735 -2.734 -5.522
C 0.942 1.711 3.611
C -0.089 2.078 4.725
O 0.319 1.543 5.967
O 0.666 0.333 3.465
H 1.974 1.855 3.933
H 0.777 2.334 2.732
H -1.134 1.834 4.530
H -0.137 3.167 4.740
H -0.074 0.673 6.067
H 0.858 0.061 4.365
C 6.619 0.156 -5.298
O 5.511 -0.432 -4.571
C 4.474 0.427 -4.252
C 3.271 -0.354 -3.664
N 2.766 -1.339 -4.628
C 1.544 -2.111 -4.238
C 1.325 -3.311 -5.177
O 2.068 -4.461 -4.911
C 1.682 -5.118 -3.653
H 6.832 1.147 -4.897
H 6.362 0.259 -6.352
H 7.590 -0.334 -5.227
H 4.008 0.919 -5.106
H 4.796 1.160 -3.513
H 2.430 0.337 -3.600
H 3.499 -0.801 -2.696
H 3.502 -1.936 -4.978
H 0.645 -1.503 -4.338
H 1.510 -2.465 -3.207
H 1.382 -3.076 -6.240
H 0.308 -3.662 -5.003
H 2.323 -4.764 -2.844
H 2.047 -6.122 -3.868
H 0.627 -5.140 -3.379
C -0.514 -3.884 1.771
O 0.794 -4.363 1.480
C 1.702 -4.209 2.550
C 3.044 -4.848 2.307
N 3.590 -4.230 1.134
C 5.067 -4.374 1.055
C 5.604 -4.005 -0.357
O 5.491 -2.629 -0.503
C 6.015 -2.049 -1.692
H -1.110 -4.438 2.497
H -1.142 -3.862 0.881
H -0.379 -2.873 2.156
H 1.308 -4.717 3.430
H 1.807 -3.193 2.930
H 2.822 -5.915 2.283
H 3.752 -4.577 3.090
H 3.355 -3.254 1.026
H 5.370 -5.356 1.416
H 5.553 -3.668 1.728
H 4.955 -4.533 -1.057
H 6.610 -4.384 -0.537
H 5.526 -2.436 -2.585
H 7.076 -2.283 -1.786
H 5.842 -0.986 -1.526
C -1.400 -4.391 -1.658
O -1.927 -4.666 -2.937
C -2.819 -5.828 -2.956
C -3.396 -6.088 -4.450
N -3.934 -7.493 -4.714
C -4.958 -7.718 -3.745
C -5.638 -9.127 -3.987
O -5.804 -9.781 -2.771
C -6.242 -11.103 -2.881
H -0.501 -3.781 -1.748
H -1.013 -5.331 -1.265
H -2.201 -4.031 -1.012
H -3.622 -5.652 -2.240
H -2.236 -6.668 -2.580
H -2.495 -5.969 -5.052
H -4.034 -5.241 -4.701
H -3.124 -8.096 -4.736
H -5.808 -7.045 -3.853
H -4.589 -7.715 -2.720
H -5.095 -9.760 -4.689
H -6.594 -8.933 -4.474
H -5.910 -11.732 -2.055
H -5.894 -11.550 -3.812
H -7.322 -11.253 -2.873
C -0.126 4.307 0.116
O -0.517 5.219 1.139
C -1.242 6.406 0.813
C -0.909 7.544 1.847
N -1.473 7.176 3.149
C -0.926 7.874 4.345
C -1.008 9.428 4.373
O -0.218 9.966 5.468
C -0.841 9.972 6.763
H 0.502 4.810 -0.620
H -0.996 3.921 -0.415
H 0.458 3.479 0.517
H -2.315 6.217 0.835
H -0.957 6.734 -0.186
H -1.230 8.498 1.429
H 0.172 7.509 1.977
H -1.411 6.175 3.268
H 0.114 7.554 4.405
H -1.403 7.409 5.208
H -2.040 9.780 4.361
H -0.529 9.901 3.515
H -0.015 10.082 7.466
H -1.281 9.030 7.090
H -1.643 10.709 6.812
C 2.854 2.304 -1.116
O 3.875 1.407 -0.864
C 3.582 0.522 0.238
C 4.113 1.010 1.566
N 5.563 1.163 1.514
C 6.279 -0.141 1.721
C 6.473 -0.425 3.264
O 7.034 -1.741 3.435
C 7.011 -2.293 4.719
H 1.954 1.856 -1.539
H 3.280 2.822 -1.975
H 2.672 2.957 -0.263
H 4.116 -0.411 0.055
H 2.542 0.205 0.321
H 3.795 0.329 2.355
H 3.650 1.970 1.795
H 5.730 1.666 0.654
H 7.294 0.011 1.355
H 5.876 -0.912 1.064
H 5.573 -0.495 3.875
H 7.075 0.346 3.743
H 6.045 -2.529 5.166
H 7.386 -1.560 5.433
H 7.609 -3.204 4.692
C 3.157 -1.934 5.360
O 1.873 -1.338 5.747
C 1.100 -2.228 6.480
C -0.211 -1.458 7.037
N -1.011 -0.623 6.106
C -1.341 -1.351 4.860
C -2.376 -2.518 5.044
O -1.899 -3.780 5.486
C -2.756 -4.894 5.319
H 3.688 -2.298 6.240
H 3.844 -1.217 4.910
H 3.014 -2.730 4.630
H 1.681 -2.705 7.270
H 0.577 -3.041 5.976
H 0.123 -0.847 7.875
H -0.829 -2.246 7.467
H -1.848 -0.289 6.562
H -0.416 -1.656 4.370
H -1.885 -0.676 4.200
H -2.796 -2.659 4.048
H -3.246 -2.295 5.661
H -2.212 -5.820 5.130
H -3.265 -4.821 4.359
H -3.404 -5.178 6.149
C -3.276 10.137 -2.319
O -4.657 9.826 -2.517
C -5.273 9.288 -1.366
C -4.769 7.856 -1.034
N -4.903 6.998 -2.232
C -4.118 5.801 -2.174
C -4.635 4.857 -1.154
O -3.890 3.647 -1.080
C -3.714 2.945 -2.296
H -2.663 9.715 -1.522
H -3.063 11.200 -2.212
H -2.713 9.815 -3.195
H -6.331 9.341 -1.625
H -5.223 9.850 -0.434
H -5.383 7.507 -0.203
H -3.772 7.819 -0.595
H -4.618 7.474 -3.076
H -3.093 6.038 -1.888
H -4.176 5.409 -3.190
H -5.653 4.611 -1.456
H -4.469 5.356 -0.199
H -3.179 3.585 -2.998
H -4.681 2.781 -2.773
H -3.162 2.043 -2.031

The LUMO energy (alpha / beta) is -2.59 / -7.72 eV. As for the energy above the lowest of the compared OMol25 structures with the same formula, charge and spin: 74.2 kJ/mol. As for the spin multiplicity: 2. The largest force on an atom is 3.91 eV/Å. The HOMO energy (alpha / beta) comes out at -9.571 / -9.571 eV. The frontier orbital gap (alpha / beta) is 7.0 / 1.9 eV. Its total charge is +1. As for the expectation value of S²: 0.754.

ORCA calculation (ωB97M-V with the def2-TZVPD basis set) on 12 unconnected molecules or ions with the total composition C50H130N6O16.

Cartesian coordinates (Å):
C 0.850 2.665 -3.385
O 0.870 2.931 -4.772
C 1.947 2.436 -5.488
C 1.835 3.014 -6.889
N 2.882 2.603 -7.747
C 2.552 2.500 -9.149
C 3.381 3.484 -9.965
O 4.776 3.467 -9.618
C 5.546 2.313 -9.828
H -0.234 2.688 -3.159
H 1.577 3.314 -2.828
H 1.091 1.610 -3.240
H 1.888 1.339 -5.574
H 2.881 2.688 -4.983
H 1.660 4.125 -6.813
H 0.951 2.547 -7.321
H 3.627 3.284 -7.600
H 1.488 2.736 -9.133
H 2.637 1.501 -9.569
H 3.082 4.482 -9.707
H 3.222 3.223 -10.997
H 6.592 2.567 -9.708
H 5.452 1.945 -10.922
H 5.235 1.451 -9.162
C -7.140 -5.217 -0.731
O -6.564 -4.137 -1.539
C -5.170 -4.162 -1.694
C -4.777 -2.755 -2.220
N -5.073 -1.714 -1.095
C -4.919 -0.342 -1.519
C -3.559 0.266 -1.355
O -2.496 -0.202 -2.138
C -2.371 0.310 -3.527
H -8.212 -5.039 -0.639
H -6.591 -5.238 0.259
H -7.009 -6.179 -1.204
H -4.870 -4.861 -2.447
H -4.735 -4.542 -0.765
H -5.324 -2.496 -3.138
H -3.737 -2.695 -2.530
H -6.060 -1.864 -0.851
H -5.651 0.254 -0.974
H -5.226 -0.182 -2.582
H -3.260 0.082 -0.326
H -3.574 1.403 -1.401
H -3.175 -0.255 -4.117
H -1.339 0.103 -3.856
H -2.597 1.357 -3.544
C 0.029 -5.869 -0.902
O 0.089 -4.941 -1.979
C -0.652 -3.805 -1.656
C -0.172 -2.622 -2.405
N 1.215 -2.133 -1.994
C 1.379 -0.827 -2.651
C 2.828 -0.534 -2.647
O 3.411 -1.239 -3.731
C 4.814 -1.167 -3.922
H 0.585 -5.337 -0.118
H 0.474 -6.827 -1.210
H -0.986 -5.928 -0.638
H -0.583 -3.545 -0.587
H -1.714 -3.995 -1.921
H -0.815 -1.810 -2.191
H -0.254 -2.769 -3.488
H 1.903 -2.655 -2.457
H 0.765 -0.091 -2.150
H 0.998 -0.809 -3.734
H 3.201 -0.865 -1.718
H 3.062 0.510 -2.846
H 4.993 -0.207 -4.470
H 5.074 -1.968 -4.607
H 5.373 -1.173 -3.010
C -1.965 2.748 3.820
O -0.818 1.953 4.166
C 0.364 2.725 4.253
C 1.046 2.300 5.501
N 1.839 1.044 5.420
C 1.045 -0.111 5.118
C 1.585 -1.356 5.816
O 1.711 -1.065 7.160
C 1.941 -2.141 8.107
H -2.827 2.095 3.578
H -1.902 3.427 2.905
H -2.419 3.300 4.632
H 0.196 3.799 4.353
H 0.898 2.653 3.329
H 0.290 2.083 6.286
H 1.702 3.031 5.944
H 2.283 0.924 6.299
H 0.953 -0.348 4.022
H -0.015 0.052 5.560
H 2.550 -1.769 5.333
H 0.798 -2.127 5.708
H 3.043 -2.114 8.418
H 1.791 -3.089 7.636
H 1.395 -1.943 9.034
C 3.536 -6.267 -2.248
C 4.231 -4.916 -2.209
C 4.147 -4.437 -0.782
O 4.977 -3.317 -0.634
C 5.271 -2.935 0.702
N 5.673 -5.127 -2.494
H 2.487 -6.061 -2.424
H 3.683 -6.813 -1.299
H 3.826 -6.958 -2.973
H 3.678 -4.200 -2.889
H 4.498 -5.281 -0.125
H 3.113 -4.178 -0.472
H 5.544 -3.799 1.345
H 4.439 -2.411 1.132
H 6.139 -2.209 0.569
H 6.310 -4.356 -2.367
H 5.890 -5.696 -3.301
C 1.823 0.315 1.348
C 0.316 0.052 1.279
C -0.252 1.049 0.269
O -0.280 2.323 0.884
C -1.275 3.193 0.323
N 0.066 -1.323 0.853
H 2.278 0.194 0.359
H 2.273 -0.510 1.903
H 2.048 1.308 1.717
H -0.230 0.282 2.189
H -1.307 0.803 -0.018
H 0.406 0.964 -0.573
H -2.278 2.954 0.671
H -1.330 2.935 -0.742
H -1.135 4.268 0.542
H -0.907 -1.384 0.552
H 0.712 -1.619 0.075
C 1.594 -4.809 4.254
C 1.132 -4.170 2.967
C -0.142 -4.802 2.488
O 0.954 -2.775 3.152
H 1.578 -5.932 4.216
H 0.864 -4.491 5.027
H 2.549 -4.442 4.450
H 1.962 -4.250 2.240
H -0.038 -5.877 2.271
H -0.575 -4.350 1.577
H -0.906 -4.680 3.273
H 0.666 -2.460 2.268
C -5.309 4.449 4.076
C -6.583 3.554 3.822
C -6.208 2.119 3.688
O -7.541 3.759 4.848
H -4.538 4.429 3.319
H -4.875 4.198 5.025
H -5.655 5.496 4.004
H -7.047 3.839 2.893
H -5.811 1.744 4.610
H -5.485 2.055 2.922
H -7.020 1.455 3.409
H -7.186 3.374 5.650
C -3.352 -0.546 2.409
C -3.155 -2.032 2.181
C -4.370 -2.721 2.789
O -2.972 -2.384 0.859
H -3.371 -0.188 3.430
H -4.167 -0.048 1.882
H -2.468 -0.140 1.925
H -2.181 -2.362 2.658
H -5.290 -2.214 2.450
H -4.471 -2.599 3.874
H -4.389 -3.790 2.553
H -3.655 -1.973 0.326
C -4.816 5.052 -1.473
C -5.931 4.075 -1.035
C -7.217 4.771 -0.863
O -6.014 2.953 -1.961
H -5.113 5.469 -2.411
H -3.882 4.543 -1.567
H -4.618 5.844 -0.711
H -5.710 3.606 -0.031
H -7.203 5.289 0.085
H -8.068 4.057 -0.917
H -7.405 5.493 -1.681
H -6.942 2.792 -2.074
C 5.511 1.516 5.190
C 5.141 1.550 3.727
C 4.976 0.207 3.192
O 3.991 2.397 3.476
H 5.484 2.516 5.634
H 6.523 1.042 5.331
H 4.765 0.921 5.708
H 5.930 2.035 3.168
H 4.094 -0.280 3.616
H 5.678 -0.564 3.294
H 4.915 0.199 2.089
H 3.348 2.006 4.074
C 2.708 4.814 1.762
C 3.735 4.650 0.626
C 2.981 4.291 -0.665
O 4.296 5.928 0.341
H 2.537 3.942 2.433
H 1.754 5.120 1.340
H 3.009 5.634 2.438
H 4.522 3.904 0.840
H 2.248 3.465 -0.369
H 3.618 3.857 -1.424
H 2.543 5.144 -1.123
H 4.845 6.209 1.120

The LUMO energy is 0.39 eV. Its SMILES is COC[C@H](C)N.COC[C@H](C)N.COCCNCCOC.COCCNCCOC.COCCNCCOC.COCCNCCOC.CC(C)O.CC(C)O.CC(C)O.CC(C)O.CC(C)O.CC(C)O. The largest force on an atom is 3.35 eV/Å. The HOMO energy comes out at -8.529 eV. The frontier orbital gap is 8.9 eV. Its total charge is 0.